Entry 1:
{"formula": "C3H4BrNOS", "method": "ωB97M-V with the def2-TZVPD basis set", "multiplicity": 1, "de_lowest_ev": 2.409, "fmax_ev_per_a": 4.15, "orbital_gap_ha": 0.325, "e_homo_ev": -9.5, "symbols": ["C", "C", "C", "N", "O", "S", "Br", "H", "H", "H", "H"], "coordinates": [[1.12016, 0.22799, -0.39136], [0.89569, -1.33771, -0.29756], [-1.98443, 1.28734, 1.52063], [0.05389, 1.00556, -0.19319], [2.20537, 0.63439, -0.64778], [-1.69201, 0.60318, 0.07207], [-0.47303, -1.86063, -1.58731], [1.79520, -1.80485, -0.83783], [0.63740, -1.68497, 0.67018], [-2.98285, 0.97140, 1.86262], [0.42461, 1.95829, -0.17048]], "forces_ev_per_a": [[-1.29, -3.95, 0.16], [1.69, 0.95, -2.91], [0.45, -0.88, -0.81], [-1.36, 1.40, 0.22], [1.74, 1.02, -0.20], [1.50, 0.99, 1.40], [-0.32, -0.27, -0.01], [-1.11, 0.70, 1.74], [-0.06, -0.45, 0.75], [-0.13, 0.31, -0.42], [-1.11, 0.18, 0.07]], "mulliken_charge": [0.62, -0.66, -0.38, -0.22, -0.56, 0.14, -0.15, 0.29, 0.38, 0.25, 0.28]}



Entry 2:
{"formula": "C2H2OS2", "method": "ωB97M-V with the def2-TZVPD basis set", "multiplicity": 1, "de_lowest_ev": 1.471, "fmax_ev_per_a": 6.94, "smiles": "OC(=S)C=S", "orbital_gap_ha": 0.260, "e_homo_ev": -9.3, "symbols": ["O", "C", "S", "C", "S", "H", "H"], "coordinates": [[-0.12726, 1.40057, 0.03164], [-0.54958, 0.25033, 0.08525], [-2.10882, -0.29961, -0.06925], [0.56005, -0.76010, 0.24360], [2.11799, -0.18601, -0.08787], [0.76242, 1.42025, 0.17153], [0.04618, -1.79616, 0.11619]], "forces_ev_per_a": [[-4.32, 5.38, -0.78], [-1.69, -5.03, 0.68], [1.06, 0.53, 0.05], [0.50, -0.62, -2.34], [-2.19, -1.88, 1.07], [4.85, 0.30, 0.51], [1.79, 1.33, 0.80]], "mulliken_charge": [-0.28, 0.45, -0.26, -0.15, -0.28, 0.23, 0.29]}



Entry 3:
{"formula": "C5H13N", "method": "ωB97M-V with the def2-TZVPD basis set", "multiplicity": 2, "s_squared": 0.76, "de_lowest_ev": 2.281, "fmax_ev_per_a": 1.28, "orbital_gap_ha": [0.203, 0.245], "e_homo_ev": [-1.0, -2.2], "total_charge": -1, "symbols": ["C", "C", "C", "C", "N", "C", "H", "H", "H", "H", "H", "H", "H", "H", "H", "H", "H", "H", "H"], "coordinates": [[-1.27436, -1.42255, -1.07156], [-1.73900, -0.12029, -0.41866], [-0.79218, 1.07982, -0.42149], [0.30469, 0.96096, 0.65220], [0.94748, -0.29274, 0.79773], [2.31522, -0.18161, 1.14861], [-1.00989, -1.28205, -2.12820], [-2.04725, -2.20133, -0.92091], [-0.35444, -1.76185, -0.59926], [-2.64462, 0.17356, -0.96704], [-2.03691, -0.30596, 0.61906], [-0.34468, 1.29123, -1.38253], [-1.43878, 1.89222, -0.04955], [0.98231, 1.80704, 0.51531], [-0.28141, 1.20860, 1.57490], [1.27297, -0.39887, -1.10157], [2.90717, -0.98975, 0.69606], [2.73924, 0.79172, 0.82071], [2.49445, -0.24815, 2.23619]], "forces_ev_per_a": [[0.28, -0.24, 0.41], [-0.24, -0.14, -0.75], [-0.22, -0.52, 1.10], [-1.06, 0.19, 0.68], [-0.24, -0.31, -1.21], [0.40, 0.24, 0.11], [-0.36, -0.07, 0.16], [0.17, 0.26, -0.38], [-0.04, 0.02, 0.07], [-0.15, 0.11, 0.20], [0.03, -0.06, -0.01], [-0.10, -0.02, -0.39], [0.30, 0.33, -0.56], [0.42, 0.28, -0.10], [0.32, 0.03, 0.23], [0.28, -0.02, 0.19], [-0.02, 0.11, -0.01], [0.25, -0.24, 0.02], [-0.01, 0.05, 0.24]], "mulliken_charge": [-1.38, -0.30, -0.92, -0.84, -0.43, -1.02, 0.31, 0.35, 0.22, 0.36, 0.29, 0.54, 0.29, 0.24, 0.31, 0.08, 0.32, 0.31, 0.26]}